Record 1
# C29H23N5Os

A molecular structure, C29H23N5Os (ωB97M-V/def2-TZVPD, OMol25).

```
! RIJCOSX wB97M-V def2-TZVPD def2/J DEFGRID3
* xyz 2 5
Os 0.665 0.543 -1.008
C -3.710 -2.695 -0.194
C -3.618 -1.758 0.826
C -2.846 -0.620 0.659
C -2.158 -0.436 -0.538
C -2.235 -1.378 -1.559
C -3.023 -2.502 -1.387
N -1.301 0.692 -0.709
C -1.776 1.975 -0.483
C -3.132 2.297 -0.325
C -3.496 3.612 -0.125
C -2.548 4.645 -0.075
C -1.211 4.367 -0.253
C -0.836 3.042 -0.461
N 0.467 2.624 -0.705
N 1.458 3.390 -0.706
C 2.659 2.706 -0.993
C 3.826 3.436 -1.058
C 5.009 2.766 -1.346
C 4.976 1.397 -1.555
C 3.767 0.726 -1.473
N 2.620 1.361 -1.195
H -4.322 -3.577 -0.062
H -4.147 -1.912 1.757
H -2.755 0.104 1.459
H -1.700 -1.212 -2.486
H -3.107 -3.227 -2.185
H -3.882 1.523 -0.387
H -4.545 3.855 -0.016
H -2.874 5.664 0.082
H -0.462 5.147 -0.249
H 3.792 4.503 -0.889
H 5.941 3.310 -1.409
H 5.873 0.840 -1.785
H 3.694 -0.342 -1.633
N 1.061 0.434 1.360
C 0.312 -0.603 2.033
C -0.418 -0.280 3.165
C -1.145 -1.262 3.821
C -1.131 -2.563 3.342
C -0.398 -2.875 2.209
C 0.333 -1.903 1.526
C 1.036 -2.265 0.274
C 1.650 -3.502 0.135
C 2.176 -3.920 -1.083
C 2.069 -3.121 -2.220
C 1.471 -1.882 -2.101
C 0.997 -1.404 -0.851
H 0.910 1.319 1.839
H 2.060 0.241 1.403
H -0.403 0.733 3.552
H -1.710 -1.011 4.709
H -1.692 -3.336 3.849
H -0.416 -3.887 1.824
H 1.721 -4.161 0.991
H 2.655 -4.888 -1.145
H 2.437 -3.468 -3.176
H 1.363 -1.264 -2.992
*
```

As for the molar mass: 631.8 g mol⁻¹. The HOMO-LUMO gap (alpha / beta) is 6.0 / 5.8 eV. For the LUMO energy (alpha / beta), the calculation gives -7.798 / -8.489 eV. The total energy comes out at -40347.562 eV. For the relative energy (zero: lowest compared OMol25 entry of this formula, charge and spin), the calculation gives 52.19 kJ/mol.


Record 2
# C38H63BaF4N11OP

A molecular structure, C38H63BaF4N11OP at a distorted geometry (ωB97M-V/def2-TZVPD, OMol25).

```
! RIJCOSX wB97M-V def2-TZVPD def2/J DEFGRID3
* xyz 1 1
Ba -1.100 -2.012 0.954
C -1.839 -5.254 2.461
N -2.586 -4.020 2.696
C -2.828 -3.869 4.130
C -3.860 -4.031 1.951
C -3.748 -3.537 0.503
N -3.483 -2.101 0.484
C -4.275 -1.212 -0.135
C -4.061 0.161 0.158
F -3.048 0.464 1.007
C -4.779 1.188 -0.390
F -4.471 2.446 -0.031
C -5.770 0.967 -1.337
C -5.987 -0.358 -1.669
F -6.907 -0.662 -2.603
C -5.289 -1.406 -1.102
F -5.540 -2.648 -1.586
H -2.364 -6.132 2.866
H -0.859 -5.187 2.941
H -1.684 -5.411 1.393
H -3.448 -4.683 4.531
H -3.335 -2.923 4.325
H -1.878 -3.872 4.666
H -4.553 -3.358 2.457
H -4.307 -5.038 1.960
H -4.676 -3.817 0.007
H -2.932 -4.089 -0.011
H -6.369 1.768 -1.746
C 1.216 -6.036 0.175
C 1.242 -4.690 0.841
O 0.337 -3.859 0.677
N 2.281 -4.416 1.632
C 2.498 -3.077 2.193
C 1.820 -2.867 3.530
C 2.329 -3.437 4.691
C 1.694 -3.201 5.896
C 0.570 -2.390 5.913
C 0.131 -1.858 4.714
N 0.731 -2.089 3.540
H 0.441 -6.041 -0.586
H 0.990 -6.811 0.912
H 2.178 -6.264 -0.283
H 2.971 -5.133 1.777
H 2.144 -2.346 1.462
H 3.574 -2.950 2.301
H 3.223 -4.050 4.649
H 2.075 -3.634 6.813
H 0.046 -2.170 6.834
H -0.741 -1.212 4.689
N -2.801 0.366 -4.678
C -2.468 -1.107 -4.714
C -2.624 -1.648 -3.299
N -1.861 -0.917 -2.307
C -2.074 0.522 -2.355
C -1.873 1.107 -3.735
H -3.754 0.470 -4.319
H -2.782 0.767 -5.612
H -1.443 -1.183 -5.069
H -3.142 -1.586 -5.422
H -2.347 -2.701 -3.296
H -3.685 -1.595 -3.031
H -0.873 -1.155 -2.272
H -1.383 0.999 -1.654
H -3.102 0.733 -2.045
H -0.858 0.954 -4.102
H -2.129 2.165 -3.784
N 1.837 -1.133 -0.471
C 0.671 -0.523 -0.410
H 2.594 -0.501 -0.778
N 0.522 0.875 -0.694
P 1.592 2.023 -0.584
N 0.834 3.507 -0.470
C 0.246 3.937 0.807
C -0.322 5.365 0.672
C 0.425 6.135 -0.413
C 0.184 5.475 -1.780
C 0.028 3.957 -1.606
N 2.519 1.871 0.772
C 3.890 2.369 0.910
C 4.035 3.147 2.212
C 3.703 2.248 3.427
C 3.040 0.938 2.992
C 1.963 1.157 1.941
N 2.553 2.225 -1.924
C 3.285 3.469 -2.236
C 3.166 3.799 -3.716
C 3.839 2.706 -4.558
C 3.607 1.311 -3.938
C 2.364 1.309 -3.063
H 1.030 3.919 1.564
H -0.549 3.249 1.121
H -0.255 5.875 1.633
H -1.385 5.319 0.416
H 1.494 6.111 -0.183
H 0.127 7.184 -0.429
H 1.023 5.692 -2.446
H -0.715 5.881 -2.252
H 0.325 3.418 -2.508
H -1.029 3.710 -1.419
H 4.136 3.003 0.067
H 4.598 1.533 0.889
H 3.349 3.997 2.171
H 5.044 3.556 2.290
H 3.034 2.777 4.110
H 4.608 2.024 3.994
H 2.582 0.440 3.850
H 3.790 0.247 2.596
H 1.135 1.724 2.385
H 1.565 0.195 1.623
H 4.349 3.360 -1.998
H 2.889 4.276 -1.620
H 3.627 4.770 -3.906
H 2.110 3.893 -3.984
H 4.910 2.908 -4.625
H 3.453 2.736 -5.579
H 4.460 1.014 -3.323
H 3.501 0.555 -4.719
H 2.144 0.313 -2.691
H 1.502 1.621 -3.675
*
```

As for the molar mass: 934.3 g mol⁻¹. The HOMO-LUMO gap is 5.9 eV. For the LUMO energy, the calculation gives -2.308 eV. The total energy comes out at -79715.060 eV. For the relative energy (zero: lowest compared OMol25 entry of this formula, charge and spin), the calculation gives 341.63 kJ/mol.


Record 3
# H34O17

17 unconnected molecules or ions with the total composition H34O17 at a distorted geometry (ωB97M-V/def2-TZVPD, OMol25).

```
! RIJCOSX wB97M-V def2-TZVPD def2/J DEFGRID3
* xyz 0 1
O -2.487 -1.441 1.670
H -2.221 -1.991 0.946
H -1.714 -0.945 1.907
O -0.636 1.111 -2.813
H -0.285 1.816 -2.231
H -0.346 1.476 -3.644
O -0.531 -0.589 3.326
H -0.612 0.331 3.076
H -0.751 -0.427 4.266
O -0.504 -2.142 -3.193
H -0.290 -1.348 -2.748
H 0.103 -2.249 -3.931
O -0.151 -0.014 -0.114
H -0.117 0.303 0.764
H 0.601 -0.543 -0.198
O 2.884 1.764 0.132
H 3.540 1.950 -0.549
H 3.035 0.830 0.352
O 1.620 -3.005 -1.497
H 1.682 -2.998 -0.514
H 1.833 -2.084 -1.710
O 0.830 2.800 -1.304
H 1.164 2.247 -0.582
H 1.223 3.626 -1.081
O -3.506 1.174 1.326
H -3.332 0.232 1.253
H -2.738 1.700 1.056
O -0.870 1.916 2.297
H -1.072 2.411 3.069
H -0.749 2.596 1.603
O -1.829 2.693 -0.513
H -0.885 2.671 -0.737
H -1.968 3.634 -0.500
O -2.853 -0.612 -1.154
H -2.005 -0.177 -1.011
H -3.475 0.126 -1.217
O 2.073 -0.494 -2.235
H 2.573 -0.871 -2.996
H 1.294 -0.102 -2.602
O 1.732 1.715 2.565
H 2.125 1.706 1.740
H 1.008 2.312 2.652
O 2.878 -0.769 0.555
H 3.576 -1.335 0.215
H 2.282 -1.351 0.978
O 1.212 -2.623 1.421
H 0.473 -2.796 0.860
H 1.004 -2.979 2.239
O -1.296 -3.076 -0.142
H -1.663 -2.356 -0.620
H -1.875 -3.802 -0.446
*
```

As for the molar mass: 306.3 g mol⁻¹. The HOMO-LUMO gap is 9.3 eV. For the LUMO energy, the calculation gives -0.328 eV. The total energy comes out at -35359.654 eV. For the relative energy (zero: lowest compared OMol25 entry of this formula, charge and spin), the calculation gives 227.47 kJ/mol.


Record 4
# C34H57F3N2O2PdSi

A molecular structure, C34H57F3N2O2PdSi at a distorted geometry (ωB97M-V/def2-TZVPD, OMol25).

```
! RIJCOSX wB97M-V def2-TZVPD def2/J DEFGRID3
* xyz 0 3
O 0.998 -0.792 -2.533
O 3.678 -0.775 -1.170
C 0.003 -1.623 -3.146
C -1.298 -0.982 -3.584
H -0.207 -2.475 -2.465
H 0.516 -2.069 -4.018
H -1.872 -0.590 -2.735
H -1.913 -1.754 -4.056
H -1.145 -0.196 -4.329
C 0.692 0.593 -2.202
C 1.542 1.463 -3.102
H 0.959 0.732 -1.132
H -0.380 0.845 -2.299
H 2.605 1.240 -2.958
H 1.358 2.520 -2.879
H 1.306 1.277 -4.160
C 4.577 -0.188 -0.228
C 4.284 -1.364 -2.321
C 4.409 1.321 -0.160
H 5.638 -0.439 -0.454
H 4.319 -0.633 0.751
H 4.608 1.801 -1.127
H 5.135 1.702 0.570
H 3.399 1.593 0.173
C 5.012 -0.343 -3.170
H 3.427 -1.807 -2.846
H 4.976 -2.174 -2.019
H 4.358 0.502 -3.424
H 5.314 -0.860 -4.087
H 5.917 0.030 -2.671
H 1.513 -1.391 -0.906
N -3.363 1.339 0.333
C -4.094 1.779 1.359
C -3.664 1.705 2.687
C -2.381 1.419 3.186
C -5.442 2.374 1.031
H -5.971 1.770 0.283
H -5.343 3.390 0.620
H -6.051 2.417 1.939
C -2.055 1.713 4.627
H -1.171 2.346 4.740
H -1.870 0.796 5.192
H -2.891 2.227 5.095
N -1.423 0.864 2.450
C -3.596 1.761 -1.006
C -4.293 0.930 -1.905
C -4.934 -0.326 -1.410
C -4.380 1.310 -3.248
H -4.905 0.637 -3.924
C -3.833 2.513 -3.686
H -3.926 2.800 -4.734
C -3.218 3.374 -2.776
H -2.814 4.342 -3.080
C -3.109 3.024 -1.431
C -2.476 3.913 -0.413
C -0.061 0.701 2.820
C 0.344 -0.453 3.530
C -0.654 -1.495 3.906
C 1.685 -0.616 3.872
H 1.969 -1.512 4.429
C 2.626 0.345 3.513
H 3.673 0.204 3.790
C 2.227 1.493 2.824
H 2.956 2.267 2.570
C 0.895 1.689 2.468
C 0.523 2.892 1.661
Pd -2.049 -0.290 0.752
H -4.706 -1.166 -2.079
H -6.031 -0.225 -1.343
H -4.561 -0.591 -0.409
H -1.724 3.362 0.175
H -3.223 4.307 0.298
H -1.970 4.757 -0.897
H -0.103 -2.367 4.279
H -1.266 -1.808 3.045
H -1.334 -1.156 4.700
H -0.317 3.448 2.100
H 0.280 2.627 0.619
H 1.379 3.578 1.635
H -4.392 2.027 3.430
C 1.438 -1.685 0.183
Si 2.347 -3.327 0.465
H 1.835 -0.842 0.767
H 0.361 -1.771 0.414
C 2.305 -4.256 -1.191
C 1.437 -4.153 1.884
C 4.127 -3.146 1.014
H 4.577 -4.144 1.145
H 4.187 -2.622 1.981
H 4.750 -2.610 0.285
H 1.275 -4.540 -1.464
H 2.905 -5.178 -1.110
H 2.726 -3.660 -2.021
H 0.353 -3.994 1.810
H 1.771 -3.743 2.849
H 1.612 -5.238 1.910
F -3.692 -2.556 1.312
C -2.567 -2.276 0.559
F -1.596 -3.164 1.007
F -2.844 -2.693 -0.731
*
```

As for the molar mass: 717.3 g mol⁻¹. The HOMO-LUMO gap (alpha / beta) is 8.6 / 6.6 eV. For the LUMO energy (alpha / beta), the calculation gives 0.538 / -1.516 eV. The total energy comes out at -62766.852 eV. For the relative energy (zero: lowest compared OMol25 entry of this formula, charge and spin), the calculation gives 24.64 kJ/mol.


Record 5
# C5H10O2

C5H10O2 in the gas phase at a distorted geometry (ωB97M-V/def2-TZVPD, OMol25).

```
! RIJCOSX wB97M-V def2-TZVPD def2/J DEFGRID3
* xyz 0 1
C -2.314 -0.140 -0.136
C -0.811 -0.564 -0.542
O -0.619 0.544 -1.396
C 0.239 -0.685 0.645
C 1.705 -0.333 0.295
C 1.972 1.145 0.148
O 1.133 1.996 -0.072
H -2.520 -0.458 0.867
H -2.567 0.983 -0.145
H -3.036 -0.521 -0.864
H -0.511 -1.461 -1.197
H -0.305 1.248 -0.819
H -0.090 -0.013 1.440
H 0.260 -1.699 1.082
H 2.023 -0.816 -0.642
H 2.420 -0.696 1.057
H 3.021 1.469 0.278
*
```

As for the molar mass: 102.1 g mol⁻¹. The HOMO-LUMO gap is 10.2 eV. For the LUMO energy, the calculation gives 0.881 eV. The structure (SMILES) is C[C@@H](O)CCC=O. The total energy comes out at -9440.606 eV. For the relative energy (zero: lowest compared OMol25 entry of this formula, charge and spin), the calculation gives 235.18 kJ/mol.


Record 6
# C20H30N4O4

C20H30N4O4 in the gas phase at a distorted geometry (ωB97M-V/def2-TZVPD, OMol25).

```
! RIJCOSX wB97M-V def2-TZVPD def2/J DEFGRID3
* xyz 0 1
C 4.463 -5.724 -2.838
O 3.806 -4.480 -2.624
C 2.430 -4.421 -2.718
C 1.605 -5.506 -3.037
C 0.222 -5.344 -3.097
C -0.359 -4.103 -2.845
N -1.746 -4.023 -2.925
C 0.448 -2.990 -2.533
C -0.141 -1.626 -2.240
O -1.252 -1.495 -1.727
N 0.620 -0.572 -2.573
C 0.253 0.829 -2.364
C 1.113 1.477 -1.265
C 0.662 2.899 -0.859
O 0.668 3.749 -1.985
C -0.642 2.899 -0.029
N 0.226 3.114 1.152
C -0.025 3.130 2.476
O 0.543 3.953 3.198
C -1.186 2.201 3.041
N -2.506 2.802 2.688
C -2.746 4.124 3.281
C -3.671 1.937 2.891
C -0.884 0.720 2.665
C -0.104 0.578 3.989
C -0.913 1.784 4.510
C 1.440 3.431 0.366
C 1.843 -3.182 -2.471
H 5.538 -5.590 -2.714
H 4.141 -6.478 -2.118
H 4.293 -6.098 -3.849
H 2.017 -6.482 -3.238
H -0.398 -6.191 -3.347
H -2.116 -3.168 -2.519
H -2.272 -4.878 -2.854
H 1.427 -0.767 -3.141
H 0.351 1.389 -3.296
H -0.806 0.937 -2.113
H 1.107 0.834 -0.384
H 2.149 1.517 -1.602
H 0.403 4.625 -1.690
H -1.346 3.719 -0.175
H -1.165 1.942 -0.028
H -3.700 4.538 2.950
H -2.763 4.071 4.371
H -1.982 4.850 2.997
H -4.590 2.445 2.592
H -3.613 1.039 2.277
H -3.782 1.638 3.934
H -1.756 0.067 2.654
H -0.327 0.538 1.746
H -0.250 -0.360 4.527
H 0.967 0.776 3.894
H -0.380 2.505 5.131
H -1.809 1.473 5.046
H 2.309 2.826 0.627
H 1.684 4.494 0.399
H 2.505 -2.371 -2.206
*
```

As for the molar mass: 390.5 g mol⁻¹. The HOMO-LUMO gap is 8.2 eV. For the LUMO energy, the calculation gives 0.621 eV. The structure (SMILES) is COc1ccc(N)c(C(=O)NCCC2(O)CN(C(=O)C3(N(C)C)CCC3)C2)c1. The total energy comes out at -35375.804 eV. For the relative energy (zero: lowest compared OMol25 entry of this formula, charge and spin), the calculation gives 345.03 kJ/mol.


Q: What is the relative energy (zero: lowest compared OMol25 entry of this formula, charge and spin) in the fourth record?
A: 24.64 kJ/mol


Q: molar mass of number 6 (C20H30N4O4)?
A: 390.5 g mol⁻¹


Q: Which formula does entry 1 have?
A: C29H23N5Os